The following is a DFT calculation (ωB97M-V with the def2-TZVPD basis set) of C57H49Cl2F2N3P2Sr as an isolated structure in a non-equilibrium geometry.

Atoms and positions in Å:
Sr 1.478 -0.157 0.816
C -2.408 1.961 -1.239
N -2.797 0.823 -2.050
C -2.043 -0.414 -1.923
P -1.420 -0.743 -0.148
C -1.375 -2.584 -0.383
C -0.412 -3.113 -1.253
C -0.189 -4.478 -1.325
C -0.931 -5.346 -0.535
C -1.881 -4.834 0.340
C -2.078 -3.464 0.437
C -2.901 -0.492 0.820
C -4.177 -0.967 0.361
C -5.331 -0.645 1.039
C -5.304 0.160 2.188
C -4.056 0.641 2.651
C -2.896 0.326 1.985
C -3.852 0.924 -2.917
C -4.018 0.013 -3.977
C -5.093 0.110 -4.841
C -6.040 1.116 -4.703
C -5.882 2.030 -3.669
C -4.818 1.940 -2.789
P -0.541 2.071 -0.981
C 0.043 1.871 -2.701
C 1.093 0.991 -2.976
C 1.536 0.807 -4.276
C 0.929 1.487 -5.324
C -0.132 2.345 -5.061
C -0.573 2.540 -3.764
C -0.474 3.915 -0.875
C -1.414 4.638 -0.135
C -1.257 5.997 0.083
C -0.147 6.665 -0.412
C 0.813 5.953 -1.122
C 0.660 4.594 -1.331
H -2.870 1.910 -0.243
H -2.732 2.883 -1.723
H -1.164 -0.407 -2.578
H -2.665 -1.257 -2.213
H 0.195 -2.444 -1.856
H 0.588 -4.862 -1.973
H -0.754 -6.413 -0.585
H -2.456 -5.505 0.969
H -2.802 -3.072 1.144
H -4.229 -1.603 -0.516
H -6.282 -1.020 0.673
H -6.221 0.412 2.707
H -4.013 1.261 3.541
H -1.957 0.717 2.367
H -3.282 -0.762 -4.140
H -5.185 -0.612 -5.645
H -6.879 1.188 -5.383
H -6.608 2.822 -3.531
H -4.753 2.650 -1.976
H 1.562 0.418 -2.169
H 2.355 0.123 -4.467
H 1.278 1.344 -6.339
H -0.624 2.861 -5.878
H -1.395 3.219 -3.571
H -2.292 4.136 0.260
H -2.004 6.541 0.650
H -0.023 7.727 -0.237
H 1.685 6.464 -1.512
H 1.421 4.042 -1.871
F 6.495 -1.454 3.789
C 5.413 -0.646 3.669
C 4.586 -0.753 2.572
C 3.471 0.076 2.413
C 3.255 1.051 3.421
C 4.094 1.088 4.538
F 3.849 1.928 5.597
C 5.178 0.254 4.692
C 2.170 2.028 3.252
C 2.224 3.313 3.808
C 1.178 4.193 3.636
C 0.078 3.794 2.884
C 0.122 2.539 2.317
N 1.114 1.665 2.486
H 4.816 -1.497 1.814
H 5.803 0.311 5.571
H 3.099 3.623 4.356
H 1.215 5.185 4.068
H -0.761 4.451 2.719
H -0.696 2.207 1.689
Cl 5.747 2.131 -2.756
C 4.287 1.487 -1.981
Cl 4.127 2.057 -0.313
H 4.326 0.397 -1.939
H 3.431 1.834 -2.545
N 0.165 -1.138 2.739
C 0.732 -2.237 3.388
C 0.482 -3.531 2.930
C 1.125 -4.615 3.500
C 2.023 -4.436 4.543
C 2.267 -3.153 5.010
C 1.628 -2.062 4.444
H 0.267 -0.242 3.198
H -0.753 -1.275 2.325
H -0.195 -3.681 2.100
H 0.930 -5.606 3.109
H 2.538 -5.285 4.975
H 2.966 -2.992 5.822
H 1.843 -1.062 4.803
C 2.908 -1.326 -0.919
C 2.898 -2.677 -1.170
C 2.882 -3.289 -2.491
C 2.930 -4.652 -2.674
C 3.008 -5.549 -1.601
C 3.015 -5.003 -0.304
C 2.949 -3.652 -0.082
H 2.808 -2.631 -3.354
H 2.906 -5.048 -3.689
H 3.046 -6.622 -1.761
H 3.060 -5.671 0.555
H 2.946 -3.265 0.935

## Properties
HOMO (spin up / spin down) = 0.46 / 0.81 eV
Frontier orbital gap (spin up / spin down) = 3.296 / 2.953 eV
Charge = -2